# C10H24O10

A cluster of 6 separate species, C10H24O10 in total (the ωB97M-V functional and the def2-TZVPD basis, the Open Molecules 2025 dataset).

Its SMILES is O=C1OCCO1.O=C1OCCO1.CCO.CCO.O.O. For the energy, the calculation gives -1147.83704 Eh. The calculation puts the HOMO-LUMO gap at 10.91 eV. The net charge is 0.

Geometry (Å):
1 O -3.827 3.505 -0.944
2 C -2.907 3.098 -1.568
3 O -2.922 1.995 -2.342
4 C -1.711 1.937 -3.083
5 C -0.773 2.746 -2.217
6 O -1.675 3.672 -1.606
7 H -1.395 0.914 -3.279
8 H -1.850 2.392 -4.069
9 H -0.033 3.286 -2.804
10 H -0.258 2.181 -1.440
11 O -2.534 -1.125 -0.328
12 C -2.752 -0.538 0.681
13 O -2.586 0.803 0.812
14 C -2.811 1.191 2.168
15 C -3.494 -0.058 2.762
16 O -3.177 -1.080 1.823
17 H -1.861 1.401 2.658
18 H -3.507 2.024 2.175
19 H -4.572 0.120 2.794
20 H -3.161 -0.364 3.749
21 C 1.416 1.216 2.895
22 C 2.124 0.110 2.122
23 O 1.220 -0.880 1.650
24 H 0.587 1.624 2.315
25 H 2.118 2.022 3.112
26 H 1.021 0.842 3.842
27 H 2.873 -0.338 2.781
28 H 2.645 0.530 1.260
29 H 1.243 -1.686 2.167
30 C 2.990 -4.564 -1.010
31 C 2.624 -3.283 -0.264
32 O 3.317 -2.146 -0.743
33 H 2.670 -4.529 -2.052
34 H 2.535 -5.429 -0.521
35 H 4.067 -4.725 -0.954
36 H 2.982 -3.423 0.761
37 H 1.541 -3.124 -0.252
38 H 3.014 -1.942 -1.634
39 O 1.797 0.900 -3.424
40 H 1.323 0.708 -2.598
41 H 2.411 0.172 -3.546
42 O 0.607 0.116 -0.932
43 H -0.337 0.088 -0.734
44 H 1.018 -0.359 -0.189

Mulliken population analysis, charges in e, atoms 1 to 2:
1. O -0.5559
2. C 0.6869

# C10H25AgO7S2

A structure of composition C10H25AgO7S2 (the ωB97M-V functional and the def2-TZVPD basis, the Open Molecules 2025 dataset).

For the energy, the calculation gives -1865.31435 Eh. The calculation puts the HOMO-LUMO gap at 2.38 eV. The net charge is -4.

Geometry (Å):
1 Ag 0.578 0.094 0.642
2 C 4.511 -1.700 -0.807
3 C 3.014 -1.538 -1.121
4 O 2.238 -1.576 -0.001
5 H 5.214 -1.456 -1.619
6 H 4.786 -2.633 -0.305
7 H 4.690 -0.929 -0.048
8 H 2.635 -2.166 -1.964
9 H 2.912 -0.575 -1.671
10 O 3.192 4.399 0.095
11 C 3.279 3.147 -0.494
12 C 1.937 2.378 -0.808
13 O 0.953 2.377 0.182
14 H 3.888 2.512 0.186
15 H 3.858 3.191 -1.453
16 H 2.240 1.355 -1.115
17 H 1.530 2.747 -1.785
18 O -2.211 -4.096 2.592
19 C -2.523 -2.853 3.091
20 C -1.996 -1.539 2.399
21 O -0.647 -1.387 2.109
22 H -2.106 -2.788 4.123
23 H -3.624 -2.662 3.145
24 H -2.254 -0.723 3.120
25 H -2.586 -1.448 1.455
26 C -1.989 1.982 1.446
27 S -1.905 3.372 2.635
28 O -0.517 3.852 2.917
29 C -2.701 4.612 1.512
30 H -1.458 1.104 1.823
31 H -1.607 2.263 0.464
32 H -3.029 1.658 1.323
33 H -3.766 4.622 1.750
34 H -2.434 4.353 0.490
35 H -2.301 5.593 1.765
36 C -1.942 -3.599 -2.974
37 S -1.146 -2.809 -1.541
38 O 0.120 -3.594 -1.377
39 C -0.653 -1.304 -2.480
40 H -2.944 -3.184 -3.140
41 H -2.040 -4.656 -2.732
42 H -1.392 -3.495 -3.913
43 H 0.024 -1.543 -3.295
44 H -0.244 -0.539 -1.810
45 H -1.584 -0.823 -2.810

Mulliken population analysis, charges in e, atoms 1 to 2:
1. Ag 0.7300
2. C -1.4963

# C10H25BiI2O2P2

A structure of composition C10H25BiI2O2P2 (the ωB97M-V functional and the def2-TZVPD basis, the Open Molecules 2025 dataset).

The energy above the lowest of the compared OMol25 structures with the same formula, charge and spin is 14.7 kcal per mole. For the energy, the calculation gives -2038.57865 Eh. The calculation puts the HOMO-LUMO gap at 6.29 eV. The net charge is +2.

Geometry (Å):
1 I -0.009 -1.236 -5.102
2 I -0.012 1.291 -6.555
3 Bi -0.011 -1.232 -0.470
4 P -2.697 -0.400 -0.744
5 C -3.584 -0.156 -2.301
6 C -3.862 -1.383 0.269
7 H -4.845 -0.894 0.302
8 H -3.964 1.307 0.487
9 H -3.458 -1.477 1.287
10 H -2.201 1.379 0.858
11 H -3.406 -1.026 -2.949
12 H -3.956 -2.385 -0.169
13 C -2.946 1.230 0.072
14 H -4.660 -0.039 -2.103
15 H -2.810 2.026 -0.668
16 H -3.181 0.737 -2.799
17 P 2.687 -0.420 -0.745
18 C 3.588 -0.185 -2.301
19 C 2.960 1.211 0.060
20 H 3.454 -1.505 1.281
21 H 4.837 -0.913 0.291
22 H 3.952 -2.405 -0.185
23 C 3.856 -1.409 0.263
24 H 2.227 1.371 0.855
25 H 3.984 1.266 0.464
26 H 4.663 -0.075 -2.082
27 H 3.195 0.714 -2.800
28 H 2.831 2.004 -0.684
29 H 3.411 -1.061 -2.943
30 C 0.000 0.536 -2.008
31 O 0.000 1.350 -2.852
32 C 1.256 0.300 3.291
33 C -0.016 -0.169 2.589
34 C -1.264 0.297 3.307
35 O -0.014 0.225 1.201
36 H 1.423 1.396 3.258
37 H 2.101 -0.235 2.800
38 H 1.224 0.045 4.363
39 H -0.006 -1.270 2.688
40 H -1.433 1.384 3.288
41 H -2.101 -0.228 2.819
42 H -1.212 0.034 4.366

Mulliken population analysis, charges in e, atoms 1 to 2:
1. I -0.0949
2. I 0.1111

# C10H25Br3O9S3

A cluster of 4 separate species, C10H25Br3O9S3 in total (the ωB97M-V functional and the def2-TZVPD basis, the Open Molecules 2025 dataset).

The multiplicity is 2. For the energy, the calculation gives -9989.29216 Eh. The calculation puts the HOMO-LUMO gap (spin up / spin down) at 7.59 / 3.03 eV. The net charge is +1.

Geometry (Å):
1 O 2.010 1.825 -1.150
2 S 2.576 0.499 -1.450
3 O 3.882 0.175 -0.884
4 O 1.495 -0.695 -1.009
5 C 1.978 -2.028 -0.912
6 C 1.101 -3.090 -1.532
7 C 2.592 0.230 -3.203
8 H 1.883 -2.264 0.148
9 H 3.038 -2.137 -1.141
10 H 0.057 -2.786 -1.451
11 H 1.196 -4.100 -1.134
12 H 1.281 -3.105 -2.607
13 H 2.467 -0.842 -3.358
14 H 3.424 0.682 -3.744
15 H 1.740 0.768 -3.620
16 O -1.284 -1.299 -0.152
17 S -2.446 -1.015 -1.027
18 O -3.642 -1.822 -0.939
19 O -2.895 0.576 -1.023
20 C -1.827 1.462 -1.223
21 C -2.081 2.975 -1.005
22 C -1.813 -1.186 -2.795
23 H -1.455 1.353 -2.242
24 H -1.047 1.037 -0.592
25 H -2.303 3.169 0.045
26 H -2.720 3.371 -1.794
27 H -1.100 3.370 -1.268
28 H -1.862 -2.241 -3.062
29 H -0.804 -0.776 -2.837
30 H -2.519 -0.695 -3.465
31 O -0.592 3.466 1.831
32 S 0.555 3.238 2.738
33 O 0.960 4.264 3.690
34 O 0.346 1.800 3.502
35 C -0.327 0.742 2.770
36 C -1.733 0.589 3.299
37 C 2.006 2.805 1.858
38 H 0.110 -0.252 2.865
39 H -0.253 0.993 1.712
40 H -2.303 -0.147 2.731
41 H -2.259 1.543 3.319
42 H -1.587 0.149 4.285
43 H 2.828 2.776 2.573
44 H 2.001 3.604 1.117
45 H 1.851 1.864 1.329
46 C -0.509 -3.700 2.046
47 Br 1.283 -4.539 2.186
48 Br -0.985 -2.817 3.829
49 Br -1.833 -4.941 1.382
50 H -0.479 -2.850 1.365

Mulliken population analysis, charges in e, atoms 1 to 2:
1. O -0.5540
2. S 1.1905

# C10H25N2O2S

A cluster of 2 separate species, C10H25N2O2S in total (the ωB97M-V functional and the def2-TZVPD basis, the Open Molecules 2025 dataset).

The energy above the lowest of the compared OMol25 structures with the same formula, charge and spin is 23.1 kcal per mole. For the energy, the calculation gives -1053.77118 Eh. The calculation puts the HOMO-LUMO gap at 6.48 eV. The net charge is +1.

Geometry (Å):
1 N 5.400 2.481 -2.476
2 C 4.022 1.958 -2.933
3 S 3.078 1.586 -1.322
4 C 1.512 0.615 -1.656
5 C 0.396 1.444 -2.585
6 O -0.153 2.630 -1.915
7 C 0.582 3.860 -2.239
8 O 1.113 4.195 -3.416
9 H 5.395 2.460 -1.414
10 H 5.440 3.498 -2.766
11 H 3.495 2.830 -3.539
12 H 4.107 0.998 -3.600
13 H 3.913 0.766 -0.498
14 H 1.798 -0.347 -2.302
15 H 1.057 0.218 -0.652
16 H 0.796 1.619 -3.670
17 H -0.514 0.679 -2.696
18 H 0.666 4.678 -1.375
19 C -2.286 0.420 0.481
20 C -1.735 -0.993 0.654
21 N -1.216 -1.265 1.998
22 C -0.433 -2.503 2.076
23 C -1.164 -3.816 1.815
24 C -2.139 -1.039 3.112
25 C -3.456 -1.808 3.107
26 H -1.541 1.173 0.757
27 H -2.558 0.586 -0.566
28 H -3.187 0.583 1.080
29 H -0.920 -1.106 -0.071
30 H -2.511 -1.712 0.369
31 H 0.059 -2.562 3.055
32 H 0.392 -2.428 1.356
33 H -1.794 -4.101 2.659
34 H -0.433 -4.621 1.680
35 H -1.778 -3.781 0.912
36 H -2.371 0.032 3.151
37 H -1.621 -1.233 4.060
38 H -3.943 -1.801 2.128
39 H -4.150 -1.347 3.817
40 H -3.320 -2.844 3.423

Mulliken population analysis, charges in e, atoms 1 to 2:
1. N -0.5572
2. C -0.1947

# C10H25N2S

A cluster of 2 separate species, C10H25N2S in total (the ωB97M-V functional and the def2-TZVPD basis, the Open Molecules 2025 dataset).

For the energy, the calculation gives -903.39791 Eh. The calculation puts the HOMO-LUMO gap at 7.13 eV. The net charge is +1.

Geometry (Å):
1 C 0.292 -2.763 1.571
2 S -0.354 -1.969 3.032
3 C -1.980 -1.278 2.681
4 C -2.923 -2.159 1.893
5 C -3.089 -3.588 2.244
6 N -3.603 -1.687 0.966
7 H 1.250 -3.164 1.854
8 H 0.454 -2.036 0.796
9 H -0.313 -3.576 1.224
10 H -0.615 -2.978 3.879
11 H -2.415 -1.066 3.648
12 H -1.843 -0.334 2.187
13 H -3.827 -4.009 1.597
14 H -2.154 -4.115 2.112
15 H -3.410 -3.742 3.267
16 H -3.412 -0.698 0.794
17 C -0.891 1.096 -0.526
18 C 0.473 1.760 -0.416
19 N 1.491 1.083 -1.193
20 C 2.841 1.533 -0.885
21 C 3.211 2.985 -1.202
22 C 1.188 0.905 -2.607
23 C 0.899 2.157 -3.444
24 H -0.824 0.035 -0.263
25 H -1.593 1.578 0.159
26 H -1.315 1.173 -1.526
27 H 0.783 1.729 0.634
28 H 0.370 2.823 -0.675
29 H 3.548 0.868 -1.388
30 H 3.003 1.367 0.186
31 H 3.354 3.146 -2.269
32 H 4.153 3.236 -0.713
33 H 2.461 3.691 -0.843
34 H 0.327 0.236 -2.687
35 H 2.010 0.350 -3.063
36 H 0.229 2.851 -2.934
37 H 0.416 1.867 -4.378
38 H 1.809 2.692 -3.708

Mulliken population analysis, charges in e, atoms 1 to 2:
1. C -0.6747
2. S 0.1717